[1]
9 unconnected molecules or ions with the total composition C5H29N2O9, computed with wB97M-V/def2-TZVPD.

Element x y z (Å)
1 O -2.858 -0.121 0.796
2 O -3.712 2.329 0.322
3 O -0.492 2.468 2.640
4 O -0.464 1.071 0.555
5 O -3.091 -2.524 -0.592
6 O -0.970 2.383 -1.874
7 O 0.141 3.782 0.056
8 O -0.727 -3.395 -1.094
9 O 1.997 1.825 -1.820
10 N 0.811 -0.670 -1.178
11 N 1.306 -2.645 0.982
12 C 2.752 -2.137 0.896
13 C 2.233 -0.539 -1.200
14 C 2.544 0.715 -1.966
15 C 2.736 -0.738 0.322
16 C 0.939 -3.194 2.252
17 H 0.713 -1.778 0.742
18 H 3.269 -2.178 1.883
19 H -3.579 0.480 0.740
20 H -1.668 -3.192 -1.060
21 H -1.452 3.121 -2.043
22 H -3.251 2.982 0.890
23 H -2.623 -1.614 -0.502
24 H -3.750 -2.454 0.210
25 H -0.489 2.309 -1.197
26 H -2.100 0.363 0.893
27 H 1.033 -3.214 0.082
28 H 3.252 0.509 -2.773
29 H -0.252 2.614 3.565
30 H -3.552 2.650 -0.564
31 H 1.608 -4.077 2.420
32 H 0.932 3.329 -0.316
33 H 3.255 -2.773 0.174
34 H 1.009 -2.325 3.036
35 H 0.363 4.756 0.303
36 H 2.717 -1.368 -1.805
37 H 2.195 0.035 0.904
38 H -1.343 1.509 0.603
39 H 0.435 -1.054 -2.092
40 H -0.318 -3.443 -1.917
41 H 3.670 -0.269 0.342
42 H -1.186 2.987 2.550
43 H -0.102 -3.463 2.132
44 H 0.438 0.268 -0.883
45 H 0.144 1.304 1.339

Values from the calculation:
- Net charge: +1
- Lowest unoccupied orbital energy: -2.5 eV
- HOMO-LUMO gap: 0.362 Eh



[2]
2 unconnected molecules or ions with the total composition C3H7N2O2, computed with wB97M-V/def2-TZVPD.

Element x y z (Å)
1 O 3.594 -0.410 -0.350
2 O 2.226 1.026 0.634
3 N 2.401 -0.028 0.033
4 N 1.575 -0.880 -0.270
5 C -1.254 -1.158 0.275
6 C -0.760 1.157 -0.580
7 C -0.534 0.137 0.441
8 H -0.150 0.307 1.347
9 H -1.111 2.097 -0.096
10 H -1.509 0.919 -1.196
11 H -2.409 -1.159 0.451
12 H -1.135 -1.523 -0.664
13 H 0.081 1.327 -1.100
14 H -1.016 -1.812 1.072

Values from the calculation:
- Net charge: -1
- Lowest unoccupied orbital energy (alpha / beta): 4.0 / 4.1 eV
- HOMO-LUMO gap (alpha / beta): 0.283 / 0.265 Eh



In order of appearance, largest force on an atom = 10.65; 4.70 eV/A.
In order of appearance, relative energy (zero: lowest compared OMol25 entry of this formula, charge and spin) = 141.9; 179.7 kcal per mole.